Computed, not measured: 2 unconnected molecules or ions with the total composition C3H11N3O2 at a distorted geometry, with wB97M-V/def2-TZVPD.

Element x y z (Å)
C (-0.60, -2.41, 1.14)
C (-0.41, -1.34, -1.02)
C (0.04, 2.77, -1.54)
N (1.32, 0.49, 1.78)
N (0.22, -1.66, 0.37)
N (0.11, 0.69, 1.27)
O (0.80, 2.09, -0.49)
O (-0.18, 1.70, 0.56)
H (-1.54, -1.92, 1.43)
H (-1.14, -3.16, 0.56)
H (-0.07, -2.74, 2.02)
H (0.42, -1.15, -1.64)
H (-1.06, -2.05, -1.43)
H (-1.04, -0.40, -0.76)
H (-0.62, 3.54, -1.14)
H (-0.48, 1.98, -2.16)
H (0.76, 3.24, -2.10)
H (2.12, 0.79, 1.13)
H (1.36, -0.48, 2.00)

## Properties
- Charge: 0
- HOMO-LUMO gap (alpha / beta): 9.57 / 7.52 eV
- Energy above the lowest of the compared OMol25 structures with the same formula, charge and spin: 234.3 kcal/mol
- Total energy: -435.31691 Eh

Mulliken atomic charge list, values in e, 8 entries: C -0.7868; C -0.8063; C -0.5005; N -0.4827; N -0.2895; N 0.0947; O -0.2602; O -0.1287